Record 1
Entry from the OMol25 dataset: C17H29IN6O3STi as an isolated structure (ωB97M-V with the def2-TZVPD basis set).

Positions of all 58 atoms, in Å:
Ti1 1.366 0.403 -1.230
C1 -0.376 1.533 -3.413
C2 -1.321 1.283 -2.228
N1 -0.857 0.190 -1.275
C3 -1.416 -1.184 -1.451
C4 -0.339 -2.296 -1.460
N2 0.972 -1.830 -1.852
C5 1.252 -1.867 -3.328
C6 0.513 -0.743 -4.031
N3 0.776 0.590 -3.452
H1 -0.927 1.613 -4.366
H2 0.072 2.542 -3.199
H3 -1.446 2.186 -1.629
H4 -2.319 1.033 -2.587
H5 -1.283 0.531 -0.373
H6 -2.096 -1.423 -0.592
H7 -1.940 -1.201 -2.444
H8 -0.268 -2.738 -0.438
H9 -0.731 -3.116 -2.130
H10 1.633 -2.460 -1.438
H11 2.316 -1.690 -3.482
H12 1.016 -2.811 -3.819
H13 0.883 -0.759 -5.072
H14 -0.582 -1.026 -4.069
H15 1.640 0.962 -3.775
N4 2.639 -3.774 4.918
C7 2.481 -3.092 3.969
C8 2.312 -2.223 2.777
C9 3.414 -1.925 1.903
C10 3.231 -1.089 0.808
N5 2.010 -0.540 0.607
C11 1.025 -0.579 1.560
C12 1.121 -1.492 2.621
H16 4.374 -2.483 2.054
H17 3.943 -0.891 0.022
H18 0.083 0.062 1.521
H19 0.328 -1.600 3.337
O1 3.540 1.263 -3.628
N6 3.985 0.752 -2.662
O2 3.044 -0.014 -1.898
O3 -1.565 1.096 1.078
S1 -2.603 1.931 1.834
C13 -3.874 0.715 2.522
C14 -3.886 0.974 4.005
C15 -2.514 1.426 4.517
C16 -1.892 2.395 3.494
H20 -3.508 -0.239 2.191
H21 -4.816 0.958 1.976
H22 -4.305 0.137 4.582
H23 -4.586 1.832 4.180
H24 -1.799 0.567 4.570
H25 -2.550 1.863 5.512
H26 -0.818 2.229 3.383
H27 -2.119 3.426 3.652
I1 3.212 2.476 0.398
C17 1.377 2.380 -0.873
H28 1.618 3.126 -1.621
H29 0.558 2.610 -0.174

Calculated values
Strongest force on any atom in eV/Å: 4.26
⟨S²⟩: 2.017
Electronic energy in Eh: -2764.62960
LUMO energy (spin up / spin down) in eV: -0.06 / -0.07
Energy above the lowest of the compared OMol25 structures with the same formula, charge and spin in kcal/mol: 0.00
2S+1: 3
HOMO (spin up / spin down) in eV: -4.45 / -7.82

Atomic partial charges in e from the natural (NBO) method, atoms 1 to 5: number 1, Ti, carries 1.5100; number 2, C, carries -0.2337; number 3, C, carries -0.2268; number 4, N, carries -0.7447; number 5, C, carries -0.2267

Record 2
Entry from the OMol25 dataset: a 2-piece molecular cluster, C2H7S overall (ωB97M-V with the def2-TZVPD basis set).

Positions of all 10 atoms, in Å:
S1 3.084 0.007 0.380
H1 2.953 0.477 1.628
C1 -0.742 0.430 -0.846
C2 -0.770 -0.526 0.344
H2 -1.093 1.423 -0.570
H3 0.279 0.500 -1.217
H4 -1.391 0.034 -1.638
H5 -0.236 -0.140 1.211
H6 -0.277 -1.459 0.077
H7 -1.807 -0.746 0.630

Calculated values
Strongest force on any atom in eV/Å: 0.45
Electronic energy in Eh: -478.60834
LUMO energy in eV: 4.24
Energy above the lowest of the compared OMol25 structures with the same formula, charge and spin in kcal/mol: 0.48
2S+1: 1
HOMO in eV: -2.40
Total charge: -1

Atomic partial charges in e from the natural (NBO) method, atoms 1 to 5: number 1, S, carries -1.0726; number 2, H, carries 0.0804; number 3, C, carries -0.6082; number 4, C, carries -0.6003; number 5, H, carries 0.1843